# 1
12
Properties=species:S:1:pos:R:3:forces:R:3:lowdin_charge:R:1 method="wB97M-V/def2-TZVPD" orbital_gap_ev=9.862 multiplicity=1 homo_energy_ev=-10.11
C -1.973 -1.865 -1.016 1.4 0.1 -1.8 -0.0719
C -2.241 -2.515 -0.038 0.0 0.4 -1.0 -0.0156
C 3.975 0.168 0.230 1.4 0.4 -0.9 -0.1806
N -4.404 0.619 0.503 -0.1 0.2 -0.1 -0.3274
O -2.605 1.280 -1.165 0.5 0.0 -0.1 -0.5238
O 3.951 -0.049 1.396 -0.1 0.4 1.4 -0.0260
S -2.933 0.783 0.154 -2.5 0.2 -0.3 0.7838
H -1.517 -1.444 -1.983 -1.3 -0.7 2.3 0.0800
H -2.559 -3.165 0.730 -0.1 0.0 0.5 0.0184
H 3.625 -0.713 -0.386 0.2 1.3 -0.7 0.0866
H 4.523 1.180 -0.158 -1.5 -2.1 0.2 0.1200
H -5.296 0.805 -0.054 2.1 -0.2 0.5 0.0565



# 2
12
Properties=species:S:1:pos:R:3:forces:R:3:lowdin_charge:R:1 method="wB97M-V/def2-TZVPD" smiles="C[C@@H]1OC(=O)NS1" orbital_gap_ev=9.467 multiplicity=1 homo_energy_ev=-9.01
C 1.513 0.351 -0.699 2.2 -4.3 1.3 -0.0949
C 0.260 -0.474 -0.713 -0.9 2.6 -1.8 -0.6573
O -0.966 0.427 -0.817 -1.1 -1.4 1.4 -0.0355
C -1.717 0.411 0.407 -1.2 4.1 0.4 -0.4927
O -2.827 0.996 0.637 4.9 -3.1 -1.8 0.0463
N -0.821 -0.007 1.484 -4.9 -0.1 0.3 -0.2383
S 0.056 -1.270 0.737 -0.1 -3.5 3.9 0.9528
H 1.676 0.888 0.182 -0.5 1.3 1.4 0.0546
H 1.860 0.873 -1.514 0.2 1.1 -2.2 0.0476
H 2.324 -0.517 -0.474 -1.4 1.8 -0.9 0.1289
H 0.296 -1.341 -1.404 -0.4 1.2 -0.6 0.1158
H -1.653 -0.336 2.174 3.1 0.5 -1.4 0.1729



# 3
12
Properties=species:S:1:pos:R:3:forces:R:3:lowdin_charge:R:1 method="wB97M-V/def2-TZVPD" orbital_gap_ev=8.255 multiplicity=1 homo_energy_ev=-8.45
C -0.512 1.028 1.297 -0.4 -0.3 0.4 -0.2239
C 0.697 -1.223 -1.793 -1.2 1.1 2.5 -0.1768
C 0.430 1.233 0.353 1.2 1.3 1.0 -0.0848
N -1.148 0.476 2.113 1.1 5.5 0.3 0.2707
O -0.139 -1.394 0.743 0.3 -1.6 0.5 -0.3524
O -1.608 -0.209 -0.801 -1.6 0.9 -0.7 -0.3070
S -0.322 -0.683 -0.474 4.3 -2.4 -3.4 0.5872
H 0.682 -0.523 -2.636 -0.1 -0.3 0.3 0.0042
H 1.677 -1.616 -1.436 -1.0 0.4 -0.2 0.0202
H 0.374 1.891 -0.488 -0.6 0.3 -0.2 0.0835
H 1.375 1.399 0.929 -0.3 -0.8 -0.8 0.1227
H -1.507 -0.378 2.191 -1.6 -4.2 0.4 0.0564



# 4
12
Properties=species:S:1:pos:R:3:forces:R:3:lowdin_charge:R:1 method="wB97M-V/def2-TZVPD" smiles="NCC(=O)C(O)=S" orbital_gap_ev=8.270 multiplicity=1 homo_energy_ev=-9.14
N 1.350 0.082 -1.771 0.0 0.2 -2.1 0.0010
C 0.629 -0.611 -0.807 -2.4 -0.5 3.6 -0.2278
C -0.464 0.370 -0.121 -0.2 -0.2 -0.5 -0.3390
O -0.929 1.255 -0.791 0.2 -0.1 0.4 0.0725
C -1.039 0.198 1.330 -2.4 0.6 0.5 -0.7544
O -0.178 -0.221 2.233 1.6 -0.8 -0.6 0.0014
S -2.618 0.576 1.757 1.9 -0.6 -1.0 0.7136
H 1.927 0.829 -1.443 0.7 0.0 0.9 0.0792
H 0.687 0.624 -2.306 -0.4 -0.2 -0.7 0.0706
H 1.241 -0.913 0.069 -0.1 -0.3 -0.8 0.1110
H -0.051 -1.500 -1.138 1.6 1.4 0.1 0.1556
H -0.556 -0.688 2.989 -0.5 0.5 0.0 0.1162



# 5
12
Properties=species:S:1:pos:R:3:forces:R:3:lowdin_charge:R:1 method="wB97M-V/def2-TZVPD" smiles="COC1=NOCS1" orbital_gap_ev=9.628 multiplicity=1 homo_energy_ev=-8.89
C -2.217 -0.049 -0.168 -7.0 2.6 1.1 -0.1452
O -1.182 -0.834 0.182 -1.3 -1.9 1.2 -0.0578
C -0.022 -0.361 0.017 4.2 3.4 -0.4 -0.7766
N 0.293 0.909 -0.036 0.0 -1.4 0.1 0.0870
O 1.677 1.016 -0.367 0.3 1.3 -1.1 -0.2437
C 2.437 -0.037 0.202 -3.4 0.9 2.2 -0.4159
S 1.312 -1.414 -0.236 1.4 -1.9 0.2 1.0120
H -2.597 0.969 0.415 2.1 -2.5 -0.6 0.1521
H -2.230 0.290 -1.170 0.7 0.1 -1.3 0.0702
H -3.219 -0.644 -0.070 2.1 0.5 -0.1 0.1211
H 2.269 0.228 1.297 0.9 -1.2 -0.7 0.1063
H 3.479 -0.071 -0.065 0.0 0.0 -0.6 0.0904



# 6
12
Properties=species:S:1:pos:R:3:forces:R:3:lowdin_charge:R:1 method="wB97M-V/def2-TZVPD" smiles="C1=NOCSCO1" orbital_gap_ev=10.102 multiplicity=1 homo_energy_ev=-9.36
C -0.058 -1.669 -0.067 -0.3 0.4 0.1 -0.2283
N -0.968 -1.368 0.763 0.1 0.2 0.2 0.0772
O -1.585 -0.104 0.614 0.0 -0.1 0.0 -0.1982
C -0.813 1.073 0.795 -1.0 0.5 0.6 -0.5226
S -0.131 1.721 -0.730 0.5 -0.6 -0.1 0.8980
C 1.064 0.353 -0.924 -0.7 0.2 -0.2 -0.4430
O 0.444 -0.940 -1.076 0.7 0.4 -0.4 -0.1019
H 0.293 -2.701 -0.059 0.0 0.2 0.2 0.1354
H -0.005 0.891 1.528 -0.4 0.2 -0.2 0.0958
H -1.571 1.848 1.151 1.2 -1.0 -0.2 0.1074
H 1.797 0.371 -0.104 -0.3 -0.2 -0.2 0.0984
H 1.534 0.526 -1.892 0.2 -0.1 0.2 0.0818



# 7
12
Properties=species:S:1:pos:R:3:forces:R:3:lowdin_charge:R:1 method="wB97M-V/def2-TZVPD" orbital_gap_ev=9.130 multiplicity=1 homo_energy_ev=-8.61
O -0.242 -2.275 2.112 -0.1 0.7 0.2 -0.0515
N -0.203 -0.864 2.186 0.2 -0.2 -0.7 0.0022
C -0.103 -0.246 1.071 -0.1 -0.7 1.7 -0.7259
O -0.048 -0.812 -0.129 0.3 -1.2 -0.5 -0.0612
C -0.184 0.122 -1.178 -1.0 -0.1 -1.2 -0.2327
C 0.384 1.432 -0.706 0.5 0.8 -1.0 -0.4681
S 0.015 1.479 1.017 -0.4 1.1 1.1 1.0098
H -0.129 -2.549 1.197 0.0 0.0 -0.4 0.0696
H -1.279 0.187 -1.427 1.0 0.1 0.1 0.1451
H 0.377 -0.255 -2.046 -0.3 0.0 0.3 0.1345
H -0.052 2.293 -1.234 0.0 -0.4 0.2 0.0941
H 1.463 1.488 -0.864 0.0 -0.2 0.0 0.0841



# 8
12
Properties=species:S:1:pos:R:3:forces:R:3:lowdin_charge:R:1 method="wB97M-V/def2-TZVPD" smiles="C/C(S)=C/[N+](=O)[O-]" orbital_gap_ev=9.427 multiplicity=1 homo_energy_ev=-9.80
C 0.393 -0.459 -0.583 2.0 -0.3 -2.0 -0.1834
C -0.367 0.185 0.524 -0.3 -2.0 0.2 -0.5119
S -0.972 -1.258 1.611 0.2 2.3 -0.9 0.7869
C -0.365 1.524 0.484 -0.5 -2.4 0.6 -0.0578
N -1.115 2.201 1.461 0.6 1.9 -0.9 -0.4328
O -1.141 3.413 1.341 -0.2 0.5 0.3 0.0732
O -1.660 1.571 2.319 -0.9 -0.5 1.3 0.0335
H 1.293 0.253 -0.859 -1.8 -1.5 0.2 0.1194
H -0.190 -0.758 -1.544 0.7 0.9 1.7 0.1191
H 0.847 -1.418 -0.259 -0.1 0.5 -0.1 0.0531
H -1.845 -0.726 2.522 0.6 0.1 -0.7 -0.1286
H 0.159 2.028 -0.305 -0.2 0.6 0.2 0.1295



# 9
12
Properties=species:S:1:pos:R:3:forces:R:3:lowdin_charge:R:1 method="wB97M-V/def2-TZVPD" orbital_gap_ev=10.176 multiplicity=1 homo_energy_ev=-9.82
C -2.597 0.545 -0.222 0.2 -1.0 -0.6 -0.3469
C -0.187 0.148 0.035 0.2 0.1 -1.5 -0.2173
C 0.907 -0.741 0.619 0.8 1.4 -2.4 -0.2200
N -1.413 0.063 0.268 0.7 -0.9 0.3 0.1067
O -3.098 0.179 -1.269 0.3 0.7 0.9 0.0391
O 2.523 1.182 -0.331 0.1 0.4 -0.5 -0.5988
S 2.402 -0.255 -0.629 -1.7 -1.4 1.3 0.8595
H -3.071 1.076 0.597 -0.7 0.7 -0.1 0.1194
H 0.251 0.878 -0.716 -0.8 -0.3 0.9 0.1106
H 1.488 -0.504 -1.703 0.7 0.5 0.6 0.0004
H 1.187 -0.217 1.498 0.8 0.0 1.1 0.0668
H 0.808 -1.812 0.698 -0.5 -0.1 0.1 0.0806



# 10
13
Properties=species:S:1:pos:R:3:forces:R:3:lowdin_charge:R:1 method="wB97M-V/def2-TZVPD" orbital_gap_ev=8.214 multiplicity=1 homo_energy_ev=-9.16
C 0.719 -2.246 0.667 -2.2 0.5 2.7 -0.3251
S -0.986 -1.336 0.373 2.3 -0.5 -0.6 0.8573
C -0.486 0.351 0.020 -2.2 -1.0 2.7 -0.6247
N -1.089 1.251 0.749 0.4 -1.3 0.8 -0.0506
O -1.696 0.949 1.956 -0.8 0.4 -0.2 -0.0786
C 0.616 0.888 -0.791 -0.5 0.2 -0.1 -0.8730
O 0.666 2.197 -0.557 -2.0 1.9 -0.9 -0.0751
S 1.621 -0.123 -1.638 -0.6 1.6 0.5 0.7424
H 1.277 -2.386 -0.230 0.2 0.1 -0.4 -0.0402
H 0.360 -3.229 1.134 0.7 1.4 -0.7 0.0470
H 1.190 -1.580 1.476 -0.3 -1.3 -1.4 0.0639
H -1.802 0.007 2.286 0.8 0.7 -1.7 0.0857
H -0.395 2.649 -0.232 4.2 -2.7 -0.7 0.2710



# 11
12
Properties=species:S:1:pos:R:3:forces:R:3:lowdin_charge:R:1 method="wB97M-V/def2-TZVPD" charge=-2 orbital_gap_ev=5.193 multiplicity=1 homo_energy_ev=1.57
C 2.098 -0.535 -0.876 1.0 -0.4 -1.1 -0.7856
C -0.407 -0.746 -1.247 1.9 -3.3 -2.5 -0.0450
C 0.638 -0.252 -0.620 0.2 3.0 1.6 -0.1425
N -1.328 1.125 2.015 -0.4 1.9 0.1 -0.2976
O 2.959 0.324 -0.570 -0.6 0.4 0.4 -0.1150
O -2.440 0.588 2.732 -0.1 -0.5 -0.2 -0.6571
O 2.349 -1.630 -1.427 -0.1 -0.7 -0.2 -0.1198
H -1.402 -0.779 -0.927 -1.4 0.9 0.4 0.0087
H -0.150 -1.549 -2.086 -0.5 1.6 1.8 0.0827
H -1.645 2.130 1.819 0.8 -1.4 -0.2 0.0071
H 0.523 0.621 0.108 -0.1 -1.6 -0.6 0.0976
H -1.195 0.704 1.078 -0.6 0.1 0.5 -0.0335



# 12
12
Properties=species:S:1:pos:R:3:forces:R:3:lowdin_charge:R:1 method="wB97M-V/def2-TZVPD" smiles="N[C@H](C=O)C(=O)O" orbital_gap_ev=10.258 multiplicity=1 homo_energy_ev=-9.67
N -1.341 -0.781 -0.013 -0.1 -0.1 0.1 0.0600
C -0.419 0.256 0.370 0.2 -0.4 -0.2 -0.2719
C -0.163 1.326 -0.692 0.2 0.3 0.2 -0.2126
O -0.333 1.150 -1.865 -0.2 0.0 0.0 0.0865
C 0.996 -0.295 0.606 -0.1 0.4 0.4 -0.5123
O 1.893 0.354 1.072 0.0 0.2 0.2 0.1161
O 1.135 -1.540 0.182 -0.2 -0.9 -0.3 0.1340
H -1.042 -1.197 -0.886 0.0 -0.1 -0.1 0.0813
H -2.260 -0.391 -0.169 -0.1 0.1 0.0 0.0851
H -0.752 0.735 1.296 0.2 0.0 -0.1 0.1577
H 0.263 2.259 -0.285 0.0 0.1 -0.2 0.1319
H 2.023 -1.877 0.383 0.0 0.4 0.0 0.1440